No. 1
# C12H17BCl18O4

7 unconnected molecules or ions with the total composition C12H17BCl18O4 (wB97M-V/def2-TZVPD, the Open Molecules 2025 dataset).

Its net charge is 0. Its HOMO energy is -10.26 eV. The multiplicity is 1. As for the SMILES: CCOB(O)[C@H]1CCC(=O)O1.ClC(Cl)Cl.ClC(Cl)Cl.ClC(Cl)Cl.ClC(Cl)Cl.ClC(Cl)Cl.ClC(Cl)Cl. The calculation puts the max |F| at 8.80 eV/A. As for the gap between HOMO and LUMO: 10.32 eV.

XYZ file:
```
52
Properties=species:S:1:pos:R:3:forces:R:3
C 2.056 -1.251 0.548 -0.1 0.2 -0.1
C 1.785 0.273 -0.017 2.1 -0.6 -0.3
O 0.891 1.077 0.842 -2.6 -0.9 -2.7
B -0.467 1.058 0.262 1.0 -0.1 0.2
O -0.869 1.720 -1.000 1.2 -3.2 1.0
C -1.624 0.180 1.077 -0.5 1.1 1.9
C -3.153 0.607 0.667 0.1 -1.3 0.5
C -3.690 -0.864 0.179 0.3 0.0 -1.4
C -2.372 -1.819 -0.022 -0.6 -2.0 -2.7
O -2.303 -2.805 -0.928 0.5 6.1 6.3
O -1.388 -1.294 0.941 -2.0 -0.6 -3.5
H 3.052 -1.627 0.046 -1.9 0.7 1.0
H 2.176 -1.282 1.728 -0.2 0.3 -2.5
H 1.204 -1.991 0.238 1.6 1.6 0.7
H 2.837 0.820 -0.038 -2.3 -1.0 0.1
H 1.438 0.196 -1.137 0.4 0.3 2.1
H -1.033 0.938 -1.638 0.0 1.9 1.2
H -1.554 0.303 2.259 0.1 0.0 -2.7
H -3.576 1.103 1.639 0.3 -1.4 -2.0
H -3.336 1.366 -0.211 1.0 -1.5 1.7
H -4.436 -1.473 0.844 1.3 1.4 -1.3
H -4.073 -0.696 -0.913 0.2 -0.7 2.2
Cl 1.839 -6.647 -2.070 -0.1 0.2 0.0
C 1.550 -4.928 -1.750 -0.1 0.1 0.0
Cl 2.237 -4.463 -0.185 -0.2 -0.5 -0.6
Cl 2.227 -3.931 -3.048 -0.1 -0.1 0.1
H 0.470 -4.762 -1.716 0.3 0.0 0.0
Cl -1.270 2.975 2.711 -0.1 0.2 0.2
C -2.521 3.736 3.708 0.0 0.1 0.0
Cl -4.134 3.349 3.085 0.1 0.1 0.1
Cl -2.367 3.224 5.397 0.0 0.1 -0.2
H -2.386 4.820 3.663 0.0 -0.4 0.0
Cl 1.085 4.753 4.548 0.2 0.1 0.0
C 2.075 5.303 3.185 0.1 0.0 -0.1
Cl 1.955 4.168 1.830 0.1 0.1 0.2
Cl 1.588 6.930 2.679 0.1 -0.2 0.1
H 3.118 5.341 3.510 -0.4 0.0 -0.1
Cl -1.897 5.834 -1.730 0.0 -0.2 -0.1
C -1.889 4.415 -2.791 0.1 -0.1 0.1
Cl -3.542 3.978 -3.258 0.1 0.0 0.1
Cl -0.897 4.718 -4.227 -0.1 -0.1 0.2
H -1.453 3.577 -2.242 -0.1 0.3 -0.1
Cl 0.843 -0.641 -6.514 -0.2 -0.1 0.0
C -0.231 -2.006 -6.165 0.0 0.0 -0.1
Cl 0.555 -3.539 -6.581 -0.1 0.2 0.0
Cl -0.714 -1.998 -4.460 0.0 0.0 -0.2
H -1.130 -1.902 -6.778 0.3 0.0 0.2
Cl 4.021 -6.778 3.555 0.1 0.2 -0.2
C 4.694 -5.405 2.660 0.0 -0.1 0.0
Cl 3.487 -4.118 2.494 0.3 0.0 0.4
Cl 6.150 -4.792 3.463 -0.2 -0.1 -0.1
H 4.971 -5.748 1.660 -0.1 0.1 0.3
```
Positions in Å, forces in eV/Å.

Mulliken atomic charge list, values in e, 8 entries:
1. C -0.559
2. C -0.357
3. O -0.482
4. B 0.110
5. O -0.235
6. C -0.043
7. C 0.059
8. C -0.420

***

No. 2
# C12H17BCuN6O

A molecular structure, C12H17BCuN6O (wB97M-V/def2-TZVPD, the Open Molecules 2025 dataset).

Its net charge is 0. Its HOMO energy (spin up / spin down) is -7.74 / -8.45 eV. The multiplicity is 2. The calculation puts the max |F| at 2.20 eV/A. As for the gap between HOMO and LUMO (spin up / spin down): 8.53 / 7.96 eV.

XYZ file:
```
38
Properties=species:S:1:pos:R:3:forces:R:3
H -0.337 2.936 1.984 0.0 -0.3 -0.2
N 0.130 1.719 0.300 0.4 0.9 -0.2
B 0.698 0.872 -2.022 -0.5 -0.3 1.3
N 0.565 2.011 -0.976 -0.3 0.2 1.1
C 0.663 3.348 -1.121 -0.1 -0.5 0.4
Cu -0.472 -0.271 0.788 0.2 0.9 0.2
H 0.978 3.753 -2.074 -0.1 0.1 0.2
C 0.309 3.934 0.085 0.1 0.2 -0.2
H 0.272 4.987 0.292 0.0 0.1 0.1
C -0.010 2.876 0.955 0.3 0.0 -1.3
H 1.095 1.262 -3.071 0.0 0.0 -0.2
C -2.151 -2.607 2.395 -0.1 0.2 0.0
H -2.555 -2.682 3.419 0.2 0.2 -0.4
H -1.231 -3.201 2.325 -0.3 0.1 0.0
H -2.905 -2.996 1.696 0.3 0.1 0.2
N -0.723 0.257 -2.092 -1.2 -0.7 0.9
N 1.578 -0.255 -1.426 -0.1 -0.9 1.1
N -1.336 -0.235 -0.943 -1.0 0.0 -2.0
N 1.216 -0.870 -0.238 1.3 -0.2 -0.5
C -1.561 0.131 -3.132 -0.2 -0.3 0.9
C 2.642 -0.888 -1.953 -0.4 0.0 0.6
H -1.250 0.462 -4.107 -0.1 0.0 -0.1
H 3.042 -0.548 -2.900 0.0 -0.2 0.2
C -2.736 -0.450 -2.669 -0.3 0.0 0.0
C 3.000 -1.913 -1.089 0.1 0.0 -0.1
C -2.564 -0.657 -1.289 1.5 0.7 -1.0
C 2.090 -1.859 -0.021 -0.1 0.8 -1.1
H -3.613 -0.687 -3.237 -0.1 0.0 -0.2
H 3.802 -2.607 -1.221 0.2 -0.2 0.0
H -3.216 -1.078 -0.538 0.0 0.0 -0.1
H 2.038 -2.480 0.864 -0.1 0.1 -0.2
H -1.915 -1.546 2.150 -0.3 -0.8 0.3
C 1.171 -0.328 3.170 0.4 0.3 0.4
C -0.159 0.110 2.636 -1.6 0.6 0.1
O -1.017 0.800 3.175 1.8 -1.2 -0.5
H 1.808 -0.686 2.349 -0.3 0.2 0.4
H 0.998 -1.157 3.882 0.1 0.4 -0.1
H 1.657 0.541 3.654 -0.1 -0.5 0.1
```
Positions in Å, forces in eV/Å.

Mulliken atomic charge list, values in e, 8 entries:
1. H 0.476
2. N -0.218
3. B 0.056
4. N 0.182
5. C -0.096
6. Cu -0.769
7. H 0.449
8. C -1.181

***

No. 3
# C12H17BN6O2Ti

A molecular structure, C12H17BN6O2Ti (wB97M-V/def2-TZVPD, the Open Molecules 2025 dataset).

Its energy above the lowest of the compared OMol25 structures with the same formula, charge and spin is 0.00 kJ/mol. Its net charge is 0. Its HOMO energy (spin up / spin down) is -5.32 / -9.17 eV. The multiplicity is 3. The calculation puts the max |F| at 3.52 eV/A. As for the gap between HOMO and LUMO (spin up / spin down): 5.91 / 9.74 eV.

XYZ file:
```
39
Properties=species:S:1:pos:R:3:forces:R:3
H 0.715 -2.919 1.033 -0.1 0.0 -0.1
N 0.029 -1.838 -0.669 0.0 -3.4 -0.8
B -0.648 -1.168 -3.059 0.2 0.4 0.1
N -0.337 -2.228 -1.967 0.3 -0.1 1.7
C -0.194 -3.553 -2.073 0.3 -0.2 0.5
Ti -0.036 0.103 -0.422 0.9 1.3 1.2
H -0.459 -4.053 -2.993 0.1 0.0 0.1
C 0.286 -4.065 -0.861 -0.3 0.1 -0.4
H 0.553 -5.084 -0.650 -0.1 -0.1 0.0
C 0.384 -2.980 0.008 -0.4 1.3 -1.8
H -0.872 -1.688 -4.119 0.0 0.0 0.2
C 1.365 3.075 1.138 0.1 -0.1 -0.1
H 1.703 3.423 2.122 -0.1 -0.2 -0.2
H 0.313 3.352 0.998 0.3 -0.1 0.0
H 1.973 3.554 0.362 -0.1 -0.1 0.2
N 0.628 -0.266 -3.162 0.6 0.7 0.9
N -1.817 -0.246 -2.621 -0.2 0.7 1.3
N 1.142 0.433 -2.061 1.2 0.4 -2.2
N -1.673 0.486 -1.436 -2.7 0.6 -2.1
C 1.405 -0.042 -4.230 0.4 0.5 0.4
C -2.963 0.114 -3.219 -0.2 0.6 0.5
H 1.156 -0.498 -5.176 0.1 0.1 0.1
H -3.292 -0.368 -4.135 0.2 0.2 0.2
C 2.442 0.816 -3.860 -0.3 -0.2 -0.2
C -3.579 1.114 -2.449 0.3 -0.4 -0.1
C 2.247 1.103 -2.505 -1.4 -1.2 -0.2
C -2.758 1.309 -1.333 1.3 -1.3 -0.9
H 3.224 1.173 -4.501 0.1 0.1 -0.1
H -4.491 1.639 -2.664 -0.1 -0.1 -0.1
H 2.819 1.718 -1.825 -0.1 -0.1 -0.1
H -2.832 1.965 -0.478 -0.1 -0.1 -0.1
H 1.466 1.978 1.077 0.0 0.6 0.1
C -1.142 0.204 3.620 -0.2 0.1 -0.1
C -1.349 0.316 2.125 0.2 -0.1 -0.6
O -2.462 0.303 1.599 1.0 0.1 0.5
O -0.205 0.399 1.441 -1.1 0.1 2.1
H -2.108 0.341 4.113 0.3 -0.1 0.1
H -0.412 0.955 3.945 -0.2 -0.2 0.0
H -0.735 -0.791 3.850 -0.1 0.3 0.0
```
Positions in Å, forces in eV/Å.

Mulliken atomic charge list, values in e, 8 entries:
1. H 0.501
2. N 0.049
3. B 0.098
4. N -0.137
5. C -0.144
6. Ti 1.307
7. H 0.438
8. C -1.066

***

No. 4
# C12H17BO14

4 unconnected molecules or ions with the total composition C12H17BO14 (wB97M-V/def2-TZVPD, the Open Molecules 2025 dataset).

Its net charge is 0. Its HOMO energy is -8.10 eV. The multiplicity is 1. As for the SMILES: C=COC(=O)OB(O)O.O=C1OCCO1.O=C1OCCO1.O=C1OCCO1. The calculation puts the max |F| at 1.99 eV/A. As for the gap between HOMO and LUMO: 8.04 eV.

XYZ file:
```
44
Properties=species:S:1:pos:R:3:forces:R:3
C 3.917 -1.642 0.696 -0.1 0.1 0.2
C 4.062 -0.327 1.029 0.4 -0.4 -0.9
O 3.084 0.637 0.966 -0.5 -0.4 1.6
C 1.916 0.221 0.368 -0.8 -0.2 0.3
O 1.784 0.016 -0.791 0.6 0.0 -0.2
O 0.877 0.164 1.230 0.8 -0.2 0.3
B 0.160 -1.055 1.184 -1.1 -0.4 0.0
O 0.779 -2.253 1.457 0.7 0.7 -0.4
O -1.174 -1.040 0.864 0.9 -0.2 -0.1
H 4.403 -1.979 -0.215 1.6 -0.5 1.0
H 3.340 -2.366 1.250 -1.6 0.5 -0.8
H 5.003 0.083 1.382 0.2 0.8 -1.3
H 0.659 -2.800 0.670 -0.3 -0.5 0.4
H -1.234 -0.890 -0.091 -0.8 0.5 0.1
O 4.724 3.842 5.601 0.0 0.0 0.0
C 3.801 3.560 4.913 0.1 0.0 0.0
O 3.566 2.323 4.407 -0.1 0.2 0.0
C 2.257 2.323 3.830 -0.2 -0.2 -0.1
C 2.034 3.787 3.527 -0.1 0.0 -0.1
O 2.835 4.431 4.523 0.0 -0.1 0.0
H 2.224 1.700 2.942 0.2 -0.1 0.1
H 1.547 1.937 4.564 0.0 0.0 0.0
H 2.404 4.071 2.540 0.0 0.0 0.0
H 0.993 4.087 3.615 0.1 0.1 0.2
O -1.996 -3.436 -2.371 0.1 0.1 -0.1
C -3.020 -2.944 -2.010 0.0 0.0 0.0
O -4.075 -2.695 -2.821 0.0 0.0 0.1
C -5.182 -2.303 -1.998 -0.2 0.0 0.0
C -4.487 -1.791 -0.756 -0.4 0.3 0.2
O -3.273 -2.550 -0.746 -0.1 -0.1 -0.2
H -5.781 -1.545 -2.496 0.1 0.0 -0.2
H -5.807 -3.177 -1.803 0.1 0.0 0.0
H -4.237 -0.734 -0.827 0.0 -0.1 0.0
H -5.063 -1.962 0.151 0.2 -0.2 0.1
O -2.515 0.367 -1.205 0.1 0.1 -0.3
C -1.897 0.396 -2.228 0.1 0.1 0.0
O -0.551 0.375 -2.276 -0.3 0.0 -0.2
C -0.161 0.189 -3.642 0.2 -0.1 -0.2
C -1.373 0.703 -4.390 0.1 0.0 -0.2
O -2.438 0.452 -3.460 0.1 0.0 0.1
H 0.747 0.742 -3.862 0.0 0.1 0.2
H 0.018 -0.874 -3.813 -0.1 0.0 0.0
H -1.323 1.776 -4.583 0.0 0.0 0.1
H -1.550 0.181 -5.326 -0.2 -0.1 0.1
```
Positions in Å, forces in eV/Å.

Mulliken atomic charge list, values in e, 8 entries:
1. C -0.818
2. C -0.011
3. O -0.229
4. C 0.667
5. O -0.480
6. O -0.410
7. B 0.618
8. O -0.428

***

No. 5
# C12H17Cl2F3O4Ti

A molecular structure, C12H17Cl2F3O4Ti (wB97M-V/def2-TZVPD, the Open Molecules 2025 dataset).

Its energy above the lowest of the compared OMol25 structures with the same formula, charge and spin is 458.44 kJ/mol. Its net charge is -2. Its HOMO energy (spin up / spin down) is -0.01 / -0.01 eV. The multiplicity is 1. The calculation puts the max |F| at 8.37 eV/A. As for the gap between HOMO and LUMO (spin up / spin down): 4.14 / 4.14 eV.

XYZ file:
```
39
Properties=species:S:1:pos:R:3:forces:R:3
C 0.079 -1.648 -1.835 -0.4 1.1 -0.1
C 0.987 -0.573 -2.000 -0.9 -0.1 0.8
C 0.234 0.634 -1.991 -0.9 -0.8 0.4
C 2.445 -0.676 -2.196 1.1 0.0 -0.3
C -1.132 0.291 -1.839 1.1 -0.4 -0.2
C -1.228 -1.113 -1.744 1.2 0.4 -0.2
C -2.471 -1.889 -1.612 -0.8 -0.4 0.2
C 0.422 -3.077 -1.820 0.3 -1.1 0.0
C 0.774 1.992 -2.139 0.6 0.9 0.0
C -2.266 1.228 -1.833 -0.9 0.5 0.0
Ti 0.961 0.454 1.585 -6.6 -4.4 2.7
Cl 2.396 1.612 0.669 2.4 1.7 -1.0
Cl 1.187 -1.954 1.819 0.3 2.0 -0.5
O -0.859 0.522 1.249 0.6 -0.4 -0.2
H 2.746 -1.714 -2.438 -0.1 0.4 0.1
H 3.045 -0.364 -1.309 -0.2 -0.2 -0.4
H 2.781 -0.034 -3.044 0.0 -0.3 0.4
H 1.234 2.373 -1.203 -0.3 0.1 -0.7
H -0.012 2.707 -2.416 0.2 -0.1 -0.1
H 1.572 2.022 -2.905 -0.2 0.2 0.1
H -1.956 2.255 -1.561 -0.2 -0.4 0.0
H -3.052 0.904 -1.114 0.3 0.3 -0.3
H -2.744 1.283 -2.838 0.0 0.1 0.4
H -3.220 -1.338 -1.007 0.2 -0.4 -0.2
H -2.280 -2.866 -1.127 -0.2 0.4 -0.2
H -2.927 -2.092 -2.603 0.0 0.0 0.3
H 1.360 -3.277 -1.263 -0.4 0.0 -0.2
H 0.551 -3.474 -2.852 0.0 -0.1 0.4
H -0.384 -3.672 -1.341 0.5 0.2 -0.2
H -1.533 0.821 1.947 1.7 -0.8 -1.5
O -1.580 -1.946 5.065 1.5 -1.6 -3.9
H -1.200 -2.357 4.097 -1.5 1.7 4.0
F 1.159 3.811 4.509 -0.2 -0.5 0.1
C 0.958 2.577 4.990 0.3 -1.5 1.2
F 2.121 2.173 5.611 -1.3 0.8 -0.5
F -0.022 2.640 5.947 1.0 0.0 -1.2
C 0.643 1.517 3.853 1.4 -1.3 -0.3
O -0.135 1.801 2.921 1.1 1.6 1.3
O 1.348 0.444 3.766 -0.6 2.2 -0.3
```
Positions in Å, forces in eV/Å.

Mulliken atomic charge list, values in e, 8 entries:
1. C 0.307
2. C 0.690
3. C 0.444
4. C -1.400
5. C 0.469
6. C 0.570
7. C -1.613
8. C -1.645

***

No. 6
# C12H17Cl2NY

A molecular structure, C12H17Cl2NY (wB97M-V/def2-TZVPD, the Open Molecules 2025 dataset).

Its net charge is -1. Its HOMO energy (spin up / spin down) is -1.56 / -0.76 eV. The multiplicity is 1. The calculation puts the max |F| at 2.19 eV/A. As for the gap between HOMO and LUMO (spin up / spin down): 4.16 / 3.30 eV.

XYZ file:
```
33
Properties=species:S:1:pos:R:3:forces:R:3
Y -1.623 1.040 0.938 -0.8 0.7 1.9
Cl -0.397 3.149 1.685 1.2 0.7 -0.4
Cl -3.207 -0.936 0.783 -0.1 -0.8 -0.6
C -2.869 1.772 2.619 -0.1 -0.3 -0.2
H -3.728 1.253 3.096 0.2 0.2 -0.2
H -2.797 2.822 2.977 0.0 -0.6 0.1
C -0.202 -0.265 -2.572 0.7 -1.7 -0.6
C -0.821 0.580 -1.792 -0.8 1.7 0.4
H -0.568 -1.291 -2.669 -0.2 0.3 -0.2
C -0.226 1.947 -1.518 0.6 0.4 -0.2
H -1.851 0.397 -1.422 0.7 -0.5 -0.3
C 0.603 2.462 -2.732 -0.9 0.2 0.2
H -1.009 2.691 -1.280 0.3 -0.2 -0.1
H 0.443 1.931 -0.626 -0.4 0.0 -0.4
C 1.591 1.457 -3.298 0.4 -0.1 0.2
H -0.117 2.662 -3.542 0.1 0.2 0.3
H 1.092 3.416 -2.469 -0.2 -0.4 -0.1
C 1.079 -0.002 -3.312 0.3 0.3 -0.3
H 1.778 1.758 -4.331 0.2 0.0 0.0
H 2.559 1.507 -2.789 -0.2 0.0 0.1
H 0.935 -0.253 -4.371 -0.2 -0.3 0.2
H 1.883 -0.673 -2.974 -0.3 0.1 0.1
C 2.063 -2.462 2.549 -0.7 0.4 -0.5
C 1.176 -2.770 1.507 0.1 0.4 0.2
C 0.317 -1.786 1.018 0.0 0.3 0.3
N 0.280 -0.523 1.520 0.6 -0.4 0.3
C 1.219 -0.194 2.447 -0.2 -0.3 -0.3
C 2.100 -1.133 2.985 -0.1 0.2 -0.1
H 2.687 -3.226 2.999 0.0 0.1 -0.1
H 1.125 -3.767 1.087 0.0 0.0 0.0
H -0.403 -2.002 0.218 0.2 0.1 0.5
H 1.227 0.861 2.753 -0.1 -0.5 0.0
H 2.797 -0.822 3.758 -0.1 0.0 -0.1
```
Positions in Å, forces in eV/Å.

Mulliken atomic charge list, values in e, 8 entries:
1. Y 0.261
2. Cl -0.590
3. Cl -0.593
4. C -0.664
5. H 0.150
6. H 0.094
7. C -0.669
8. C -0.116

***

No. 7
# C12H17Cl3GeN5OS2V

A molecular structure, C12H17Cl3GeN5OS2V (wB97M-V/def2-TZVPD, the Open Molecules 2025 dataset).

Its energy above the lowest of the compared OMol25 structures with the same formula, charge and spin is 0.00 kJ/mol. Its net charge is +3. Its HOMO energy (spin up / spin down) is -17.90 / -18.23 eV. The multiplicity is 4. The calculation puts the max |F| at 0.33 eV/A. As for the gap between HOMO and LUMO (spin up / spin down): 7.78 / 5.86 eV.

XYZ file:
```
42
Properties=species:S:1:pos:R:3:forces:R:3
V 0.253 -0.314 1.577 0.0 -0.3 -0.1
N 1.260 -3.784 1.024 0.0 0.0 0.0
C 0.010 -3.508 1.305 0.1 0.0 0.0
N -0.486 -2.289 1.576 0.1 0.1 0.1
C -1.844 -2.389 1.868 -0.1 0.1 0.0
C -2.372 -3.660 1.782 0.0 0.0 0.0
S -1.186 -4.790 1.366 0.0 0.0 0.0
C -2.518 -1.208 2.257 0.0 -0.1 -0.1
C -3.852 -1.078 2.645 0.0 0.0 0.1
S -4.186 0.498 3.133 0.0 0.0 -0.1
C -2.522 0.949 2.777 0.1 0.1 0.0
N -1.783 -0.054 2.309 0.1 0.0 0.0
N -2.095 2.176 2.982 0.0 0.0 0.0
H 1.961 -3.049 1.012 0.0 0.0 0.0
H 1.564 -4.731 0.841 0.0 0.0 0.0
H -3.392 -3.965 1.960 0.0 0.0 0.0
H -4.612 -1.844 2.672 0.0 0.0 0.0
H -2.699 2.892 3.361 0.0 0.0 0.0
H -1.111 2.398 2.893 0.0 0.0 0.0
Cl 2.478 -0.854 0.901 0.0 0.2 0.1
Ge 3.803 0.456 2.806 -0.1 -0.1 0.0
Cl 3.834 -1.202 4.122 0.0 0.0 0.0
Cl 1.040 0.982 3.246 0.1 0.0 0.0
O -0.095 0.598 0.012 -0.2 0.0 0.2
C 0.180 1.149 -1.127 0.1 0.0 -0.1
C -0.229 0.450 -2.378 0.0 0.1 0.0
C 0.972 0.068 -3.268 0.0 -0.1 0.0
C 1.542 1.225 -4.080 0.0 0.0 0.0
C 2.138 2.359 -3.255 0.0 0.1 0.0
C 1.132 3.073 -2.367 -0.1 0.0 0.2
N 0.789 2.297 -1.144 0.0 0.0 -0.1
H -0.906 1.109 -2.933 0.0 0.0 0.0
H -0.798 -0.430 -2.086 0.0 0.0 0.0
H 0.621 -0.705 -3.952 0.0 0.0 0.0
H 1.749 -0.395 -2.651 0.0 0.0 0.0
H 0.754 1.628 -4.723 0.0 0.0 0.0
H 2.308 0.834 -4.749 0.0 0.0 0.0
H 2.557 3.107 -3.930 0.0 0.0 0.0
H 2.971 2.004 -2.641 0.0 0.0 0.0
H 0.199 3.284 -2.893 0.0 0.0 0.0
H 1.520 4.020 -1.999 0.0 0.0 0.0
H 1.050 2.696 -0.251 0.0 0.0 0.0
```
Positions in Å, forces in eV/Å.

Mulliken atomic charge list, values in e, 8 entries:
1. V 0.814
2. N -0.143
3. C 0.605
4. N 0.209
5. C 0.165
6. C -0.489
7. S -0.025
8. C 0.182